(1)
A molecular structure, C17H15F4N3O4PdSbSe4 in a non-equilibrium geometry, computed with ωB97M-V with the def2-TZVPD basis set.

Results
Spin multiplicity: 3
HOMO-LUMO gap (spin up / spin down) in eV: 6.0 / 4.7
E_HOMO (spin up / spin down) in Eh: -0.185 / -0.182
Calculated total energy in a.u.: -11495.29260
Total charge: -1
Energy relative to the best compared isomer or geometry (same formula, charge and spin) in kJ/mol: 117.2

Each line ends with the natural charge from an NBO analysis.
CARTESIAN COORDINATES (ANGSTROEM)
H 2.70 -0.96 -1.26  0.182
N 0.41 -0.01 -2.59  -0.469
H 1.22 -1.94 -2.53  0.208
Sb -2.49 3.70 -0.35  0.909
H 2.36 0.72 -3.07  0.175
Pd -0.36 -0.15 -0.07  0.863
H 3.50 -0.90 5.03  0.238
N -3.96 -6.27 1.27  0.516
C 1.79 -0.34 3.84  0.345
Se -0.62 1.98 -0.06  -0.074
C -0.41 0.82 -3.46  -0.417
H 1.40 1.73 -1.97  0.217
C 1.65 0.69 -2.22  -0.235
O -2.18 -0.91 -0.38  -0.634
C -1.75 -2.08 -0.19  0.751
C 3.10 -0.72 4.04  -0.409
H -0.59 1.79 -2.99  0.226
C 1.30 -0.11 2.57  0.289
F 0.97 -0.20 4.90  -0.309
H -3.23 -2.51 -2.36  0.232
H 0.07 1.00 -4.44  0.165
C -4.21 -4.36 -1.89  -0.216
Se -4.58 3.20 0.85  -0.649
C 3.41 -0.65 1.64  0.266
N 1.55 0.06 0.19  -0.588
C -3.74 -5.25 0.28  0.077
F -0.03 0.21 2.46  -0.336
C -3.37 -3.30 -1.62  -0.135
O -0.56 -2.29 0.13  -0.677
F 5.16 -1.28 3.06  -0.318
Se -2.98 4.07 -2.72  -0.660
C -4.40 -5.35 -0.94  -0.199
H 3.27 0.67 -0.84  0.205
C -2.68 -3.22 -0.42  -0.129
C 2.37 0.06 -1.01  -0.232
O -3.55 -6.07 2.39  -0.370
C 0.68 -1.29 -3.21  -0.417
C 3.88 -0.88 2.92  0.343
H -1.38 0.34 -3.62  0.207
H 1.27 -1.19 -4.13  0.163
H -0.27 -1.78 -3.46  0.200
H -4.72 -4.43 -2.84  0.221
F 4.28 -0.89 0.62  -0.333
O -4.55 -7.27 0.92  -0.390
H -5.06 -6.18 -1.11  0.245
C -2.86 -4.21 0.54  -0.173
H -2.33 -4.18 1.49  0.259
Se -1.52 5.81 0.48  -0.213
C 2.08 -0.23 1.38  0.083

(2)
A molecular structure, C17H15F5N4O7PdTe, computed with ωB97M-V with the def2-TZVPD basis set.

Results
HOMO-LUMO gap in eV: 6.4
E_HOMO in Eh: -0.107
Calculated total energy in a.u.: -2297.98027
Total charge: -2

Each line ends with the natural charge from an NBO analysis.
CARTESIAN COORDINATES (ANGSTROEM)
H -3.00 1.59 2.80  0.220
O -0.04 3.71 4.20  -0.721
O -3.73 3.25 -1.75  -0.767
H -1.11 -1.27 -3.22  0.469
C 0.41 0.30 1.72  0.185
H 5.31 -1.85 2.36  0.178
O -2.17 2.39 -0.40  -0.730
H -0.78 2.17 5.27  0.180
N -1.73 -0.45 -3.30  -0.326
N -1.61 0.45 -2.32  -0.262
N -0.71 -0.12 1.11  -0.410
F 0.11 -4.61 -3.62  -0.719
O 5.51 0.18 2.71  -0.720
F 2.18 -3.89 -2.32  -0.677
C -2.03 1.21 2.54  -0.222
C -4.61 1.52 -4.23  0.785
H -4.50 2.94 -2.88  0.500
H -3.07 -0.86 -4.89  0.220
O 0.14 -2.25 -2.17  -1.215
C -0.99 2.66 4.31  -0.079
C -2.80 -0.23 -4.06  0.002
H 6.11 -0.95 1.07  0.167
C 5.31 -0.91 1.81  -0.081
C 2.57 -1.25 -0.75  0.109
C 0.35 1.19 2.78  -0.244
H 6.19 -0.07 3.34  0.465
H 2.35 -1.70 -1.71  0.281
C -2.84 2.40 -1.44  0.764
H 1.26 1.55 3.25  0.222
H -0.05 4.01 3.29  0.475
F -2.21 -2.00 -0.51  -0.742
O -5.08 2.63 -3.72  -0.718
Te 0.38 -4.16 -1.71  2.497
F 1.29 -3.69 0.04  -0.746
H 4.65 -1.71 -0.71  0.218
O -5.12 0.99 -5.21  -0.674
N 1.52 -0.73 -0.12  -0.406
Pd -0.40 -1.25 -0.54  1.051
C 1.66 -0.23 1.12  0.190
C 3.82 -1.26 -0.17  -0.236
H -2.01 3.06 4.35  0.167
C 2.89 -0.23 1.77  -0.240
H -2.73 -0.05 0.90  0.259
C -2.62 1.29 -2.45  0.022
C -0.89 1.65 3.19  -0.017
H 2.98 0.16 2.77  0.225
F 1.14 -6.04 -1.48  -0.753
C -1.90 0.32 1.48  0.142
C -3.42 0.91 -3.58  -0.296
C 3.99 -0.77 1.11  0.003

(3)
A single C17H15NO3S molecule in a non-equilibrium geometry, computed with ωB97M-V with the def2-TZVPD basis set.

Results
SMILES: COc1ccc(N2C(=O)CS[C@@H](c3ccccc3)C2=O)cc1
HOMO-LUMO gap in eV: 7.9
E_HOMO in Eh: -0.331
Calculated total energy in a.u.: -1335.00231
Energy relative to the best compared isomer or geometry (same formula, charge and spin) in kJ/mol: 1294.1

Each line ends with the natural charge from an NBO analysis.
CARTESIAN COORDINATES (ANGSTROEM)
O 5.45 0.93 -0.20  -0.491
H -4.81 -1.00 -0.71  0.220
H 3.28 2.27 -0.61  0.222
S -2.47 -2.57 -0.39  0.251
H -6.32 0.71 0.43  0.219
C 4.07 0.34 -0.17  0.267
H -2.79 3.05 0.81  0.165
C -4.45 -0.04 -0.52  -0.221
H 0.90 1.56 -0.62  0.199
H 6.29 -0.47 0.92  0.121
C -3.07 0.22 -0.48  -0.047
N -0.15 -0.66 -0.21  -0.500
C -2.47 1.53 -0.39  -0.213
C 6.39 -0.05 0.17  -0.176
O -0.18 -0.39 -2.46  -0.531
H 1.98 -2.13 0.35  0.205
H 4.43 -1.74 0.31  0.211
H -1.70 -2.98 1.84  0.294
H -2.68 -1.32 1.70  0.302
C -3.32 2.36 0.64  -0.104
C 1.63 0.87 -0.34  -0.150
H -5.18 3.01 1.10  0.218
H 7.29 0.74 0.05  0.199
C 3.60 -0.92 0.03  -0.243
H -1.33 1.56 -0.30  0.212
H -2.52 -0.99 -2.29  0.251
H 6.53 -0.87 -0.66  0.157
C 2.29 -1.28 0.00  -0.231
C 3.04 1.14 -0.56  -0.237
C -4.61 2.21 0.70  -0.263
C -2.11 -0.79 -1.34  -0.317
C -1.86 -1.96 1.01  -0.770
C -0.72 -0.53 -1.36  0.618
C -0.50 -1.39 1.00  0.661
O 0.12 -0.95 2.16  -0.539
C -5.30 1.02 0.35  -0.135
C 1.25 -0.49 0.04  0.174

(4)
A molecular structure, C17H16BrClRu in a non-equilibrium geometry, computed with ωB97M-V with the def2-TZVPD basis set.

Results
Spin multiplicity: 5
HOMO-LUMO gap (spin up / spin down) in eV: 6.4 / 6.9
E_HOMO (spin up / spin down) in Eh: -0.230 / -0.310
Calculated total energy in a.u.: -3786.28386
Energy relative to the best compared isomer or geometry (same formula, charge and spin) in kJ/mol: 0.0

Each line ends with the Mulliken spin population.
CARTESIAN COORDINATES (ANGSTROEM)
H -1.98 1.34 -1.86  0.013
C -1.99 -1.24 0.28  0.212
Br 0.86 -1.85 1.60  0.315
H -2.91 0.78 0.59  0.008
Ru 0.04 -0.14 -0.33  1.886
C -0.19 1.64 6.16  -0.036
H 0.71 2.89 -0.27  0.016
H -0.12 2.57 6.74  0.000
C 1.15 1.93 -0.48  0.154
H -0.03 0.30 7.85  0.007
C -0.27 -0.84 6.02  -0.041
C 1.69 -0.06 -1.57  -0.022
H 0.58 0.90 2.14  0.039
H 2.32 1.45 1.35  0.016
H -0.81 -2.76 -0.90  -0.003
C 2.01 1.18 0.36  0.044
H -0.73 -0.88 -2.81  0.013
C -0.29 1.72 4.79  0.095
H -2.18 -1.75 1.20  0.013
Cl -0.27 3.19 3.96  0.018
C -1.17 -0.76 -1.84  -0.071
C -0.38 0.49 4.01  -0.224
H 0.43 1.53 -2.57  0.004
C 0.95 1.18 -1.69  0.007
C -2.37 0.09 -0.04  -0.001
H 3.00 -0.82 0.07  0.006
H 1.78 -0.82 -2.32  0.005
C -0.42 -0.76 4.65  0.128
C -0.29 0.51 2.65  0.721
H -0.22 -1.83 6.51  0.001
H -1.08 0.12 2.03  0.137
C 2.37 -0.03 -0.30  0.179
C -0.15 0.35 6.77  0.081
C -1.25 -1.78 -0.82  0.083
C -1.85 0.41 -1.33  0.178
H -0.46 -1.63 3.99  0.017

(5)
A molecular structure, C17H16BrClSm in a non-equilibrium geometry, computed with ωB97M-V with the def2-TZVPD basis set.

Results
Spin multiplicity: 6
HOMO-LUMO gap (spin up / spin down) in eV: 5.3 / 5.5
E_HOMO (spin up / spin down) in Eh: -0.121 / -0.121
Calculated total energy in a.u.: -4349.57312
Total charge: -1

Each line ends with the natural charge from an NBO analysis.
CARTESIAN COORDINATES (ANGSTROEM)
Cl -0.23 2.53 3.37  -0.011
H 1.78 -0.27 1.15  0.212
C 2.37 0.83 -4.40  -0.388
C -2.26 0.79 -1.15  -0.360
Br 1.48 -2.04 -0.70  -0.571
C -1.68 0.07 0.96  -0.316
C 1.28 1.63 -4.85  -0.382
H -2.26 -1.29 -2.05  0.255
C 0.03 -1.77 4.47  -0.212
Sm 0.29 0.35 -0.64  1.714
H -0.97 -1.23 6.31  0.207
H -0.78 1.23 5.84  0.213
C 0.77 -0.58 -5.27  -0.355
H 2.69 -1.38 -4.43  0.192
H -0.07 -2.84 4.65  0.205
H -2.21 2.21 0.62  0.241
C -1.63 -1.07 0.10  -0.371
H -0.66 1.05 -5.83  0.182
C -0.41 0.50 5.12  -0.223
C 2.05 -0.53 -4.65  -0.356
C 0.05 0.92 3.88  -0.092
C 0.68 -1.34 3.31  -0.235
H 0.27 -1.47 -5.63  0.185
C 0.71 0.04 2.96  -0.005
C -2.00 -0.63 -1.22  -0.370
H 1.22 2.71 -4.81  0.182
H 1.81 1.45 1.75  0.218
H -1.49 -2.10 0.43  0.256
H -1.63 0.03 2.05  0.251
C 0.29 0.76 -5.38  -0.370
H 3.30 1.21 -3.98  0.185
C -2.04 1.22 0.20  -0.373
H -2.67 1.40 -1.95  0.243
C -0.50 -0.87 5.40  -0.264
H 1.18 -2.05 2.66  0.226
C 1.23 0.53 1.69  -0.913

(6)
A single C17H16Cl2N2O4 molecule in a non-equilibrium geometry, computed with ωB97M-V with the def2-TZVPD basis set.

Results
SMILES: O=C(Nc1c(Cl)cc(Cl)cc1C(=O)NC[C@H]1CCCO1)c1ccco1
HOMO-LUMO gap in eV: 9.1
E_HOMO in Eh: -0.319
Calculated total energy in a.u.: -1988.29789
Energy relative to the best compared isomer or geometry (same formula, charge and spin) in kJ/mol: 0.0

Each line ends with the natural charge from an NBO analysis.
CARTESIAN COORDINATES (ANGSTROEM)
H 2.02 -0.90 0.42  0.413
O 4.39 -0.86 0.81  -0.536
C -2.76 4.71 -0.34  0.120
H 3.00 0.68 -1.85  0.231
H 5.26 2.11 0.77  0.209
C -0.88 1.76 0.31  0.657
C -0.16 -2.48 -0.39  -0.206
N 1.95 -0.41 -0.46  -0.608
C 0.74 -0.23 -1.02  0.693
H -1.49 6.40 0.22  0.234
H 6.49 -0.13 -0.85  0.214
C -1.37 3.13 0.17  0.148
H 3.07 1.33 -0.19  0.193
H 6.76 1.23 1.07  0.218
H 5.52 1.24 -1.43  0.218
H 0.25 4.42 0.86  0.243
Cl -0.98 -5.01 0.05  0.019
C 3.08 0.41 -0.79  -0.250
H 5.59 -0.37 2.37  0.186
C -1.64 5.34 0.13  -0.316
O 0.53 0.50 -1.97  -0.626
C 5.62 0.50 -0.64  -0.426
H 0.80 -2.90 -0.64  0.238
C 5.72 1.12 0.75  -0.441
Cl -4.19 -0.74 0.58  0.014
C -1.59 -0.55 -0.12  0.219
O -2.60 3.39 -0.32  -0.397
H -2.73 1.15 -0.33  0.426
H 4.40 -1.26 -1.17  0.195
C -1.21 -3.30 -0.03  -0.042
N -1.79 0.83 -0.12  -0.622
C -2.46 -2.78 0.25  -0.236
C -0.35 -1.10 -0.45  -0.123
C 4.94 0.14 1.65  -0.077
C 4.37 -0.38 -0.52  0.092
C -2.64 -1.41 0.21  -0.065
H 4.14 0.65 2.20  0.173
H -3.29 -3.43 0.51  0.243
O 0.20 1.48 0.80  -0.605
C -0.73 4.32 0.47  -0.230
H -3.69 5.09 -0.70  0.208

(7)
A single C17H16ClFN2O3 molecule in a non-equilibrium geometry, computed with ωB97M-V with the def2-TZVPD basis set.

Results
SMILES: O=C(Cc1c(F)cccc1Cl)N1CCN(C(=O)c2ccco2)CC1
HOMO-LUMO gap in eV: 9.5
E_HOMO in Eh: -0.326
Calculated total energy in a.u.: -1552.71622

Each line ends with the natural charge from an NBO analysis.
CARTESIAN COORDINATES (ANGSTROEM)
N 0.39 1.03 -1.26  -0.453
C 1.51 1.78 -1.13  0.709
C -4.07 -0.46 0.17  0.161
H -0.95 1.26 1.08  0.203
H -0.74 2.72 -0.91  0.255
H -6.50 0.95 1.83  0.232
C 3.05 -0.03 -0.17  -0.116
H 0.27 -0.89 0.66  0.199
H 2.72 -0.70 3.14  0.233
C -6.19 -0.10 -0.06  0.109
C 2.86 1.06 -1.19  -0.536
C 2.75 0.14 1.18  -0.013
H 1.26 -0.85 -1.63  0.221
H -0.35 -0.58 -2.32  0.205
C -1.56 1.03 0.20  -0.230
O -5.12 -0.65 -0.65  -0.366
C 3.83 -2.28 0.37  -0.279
H -3.86 0.48 2.14  0.231
H -0.55 -2.09 -0.38  0.253
C 2.97 -0.87 2.11  -0.245
H -2.56 1.46 0.33  0.232
H -1.53 1.48 -1.92  0.194
H 3.68 -2.86 2.42  0.226
C -0.90 1.65 -1.05  -0.236
C -2.78 -1.12 -0.19  0.633
H 4.25 -3.21 0.02  0.236
O 1.46 2.99 -1.03  -0.629
C 0.29 -0.40 -1.44  -0.224
F 3.90 -1.47 -1.83  -0.325
C 3.51 -2.08 1.70  -0.180
H 3.00 0.66 -2.20  0.253
C -5.85 0.45 1.14  -0.322
H 3.61 1.84 -1.03  0.263
C -0.37 -1.03 -0.21  -0.231
H -7.12 -0.14 -0.59  0.207
N -1.65 -0.40 0.04  -0.429
O -2.76 -2.26 -0.59  -0.602
C -4.47 0.21 1.30  -0.274
Cl 2.08 1.64 1.73  0.032
C 3.60 -1.26 -0.53  0.406

(8)
A molecular structure, C17H16CsN3O3 in a non-equilibrium geometry, computed with ωB97M-V with the def2-TZVPD basis set.

Results
HOMO-LUMO gap in eV: 4.9
E_HOMO in Eh: -0.022
Calculated total energy in a.u.: -1067.53612
Total charge: -2
Energy relative to the best compared isomer or geometry (same formula, charge and spin) in kJ/mol: 99.1

Each line ends with the Mulliken charge.
CARTESIAN COORDINATES (ANGSTROEM)
C -5.00 2.95 0.75  -0.204
C 0.78 1.69 3.26  0.370
H -8.77 0.25 -1.46  0.336
H 3.85 2.00 0.92  0.314
H -4.91 -1.50 1.07  0.435
H -5.36 4.83 1.74  0.337
C 1.67 2.68 2.46  -0.152
H -5.68 2.39 1.39  0.379
C -3.41 3.00 -1.04  -0.596
H -3.79 6.08 0.30  0.341
C -5.63 0.07 -0.16  0.244
C -3.25 4.36 -0.86  -0.421
H 2.71 2.35 2.59  0.108
C -4.82 4.31 0.95  -0.605
H -9.01 -1.86 -0.18  0.343
C -5.78 -1.12 0.55  -0.364
O 1.31 2.03 -1.03  -0.806
C -6.98 -1.80 0.55  -0.470
C -4.27 0.74 -0.23  -0.069
O 0.47 0.62 2.68  -0.869
C -6.73 0.55 -0.87  -0.211
C -3.95 5.02 0.15  -0.370
C 3.16 1.38 0.34  -0.629
O 0.46 2.04 4.42  -0.815
H -7.08 -2.72 1.12  0.344
N 1.23 2.79 1.09  -0.953
C -8.07 -1.32 -0.17  -0.320
N -3.19 0.11 -0.24  -1.007
H -6.63 1.49 -1.42  0.338
C -4.29 2.26 -0.23  0.313
N 3.81 1.02 -0.94  -0.767
H 1.58 3.66 2.94  0.265
C -7.93 -0.14 -0.89  -0.568
H 3.03 0.76 -1.54  0.358
C 1.81 2.13 0.14  1.022
H -2.86 2.47 -1.81  0.411
H -2.57 4.92 -1.49  0.349
Cs -0.91 1.27 0.68  1.122
H 4.12 1.89 -1.36  0.266
H 2.98 0.47 0.91  0.201